Entry 1:
DFT (ωB97M-V/def2-TZVPD) results for a molecular structure, C36H31NP3PtSe2.

```
74
Properties=species:S:1:pos:R:3:forces:R:3
H 4.07980 -3.21839 5.82223 0.0 0.0 0.0
C 0.53287 4.56017 1.17305 0.5 -0.7 0.5
P -2.09388 1.25915 0.34342 -0.2 0.0 1.9
C 1.23919 5.40038 0.30529 0.1 -0.1 0.0
H -0.50965 4.36516 3.06054 0.0 0.0 0.0
H -5.92398 1.72744 -2.82652 0.0 0.0 0.0
C -2.53014 0.21888 1.76894 -0.1 0.2 -0.2
C -3.02451 -1.04020 1.41020 0.0 0.1 0.0
H -2.02024 3.57780 0.95474 0.1 0.0 0.1
H 6.50176 -1.02620 3.05709 0.0 0.0 0.0
H -1.35546 2.77709 -1.85293 0.0 0.0 0.0
C -2.52396 0.63246 3.09989 -0.1 0.1 -0.1
C -6.29375 2.60589 -0.90562 0.1 0.0 -0.1
H -3.09880 0.10771 5.09830 0.0 0.0 0.0
H 2.74774 2.46596 -0.55382 0.0 0.0 0.0
H -1.57008 -5.65642 1.03640 0.0 0.0 0.0
H -3.99225 -2.82217 2.10221 0.0 0.0 0.0
C -3.59863 -1.43748 3.70170 0.0 -0.1 0.0
P 1.93531 -2.26018 1.59794 0.4 -0.6 0.3
H 4.72041 -1.17684 1.34687 0.0 0.0 0.0
C 0.11901 2.57956 -3.38792 -0.1 0.0 0.0
H 1.65459 5.02603 -0.61922 0.1 0.0 0.0
H 2.29347 -3.40823 4.12073 0.0 0.0 0.1
H -0.61064 2.61146 -4.18569 0.0 0.0 0.0
Pt 0.27978 0.41078 0.71822 0.5 0.0 -0.6
H -2.99473 -1.35049 0.36933 -0.1 -0.1 0.0
C -5.52723 1.92856 -1.84113 0.0 0.0 0.0
H 3.27455 -4.66331 0.67527 0.0 -0.1 0.1
Se 0.38891 -1.10878 2.72890 0.2 0.8 -1.7
C -5.79585 2.84318 0.37108 0.0 0.1 0.1
C -0.30083 2.65781 -2.07347 -0.1 0.2 0.0
C -4.51979 2.43573 0.71398 0.0 -0.2 0.0
H 1.86858 7.40633 -0.04661 0.0 0.0 0.0
C -0.05207 -4.16225 1.25445 0.0 0.0 0.0
H -6.40674 3.34214 1.11172 0.0 0.0 0.0
C -4.24402 1.50928 -1.51355 0.1 -0.1 -0.2
C 0.11922 6.37726 2.68187 0.0 0.0 0.0
H 2.41423 -6.91893 0.13123 0.0 0.0 0.0
C 2.41948 2.41294 -2.67053 0.0 -0.1 0.0
C 2.21658 -4.88185 0.75808 0.1 0.1 0.1
C -3.06753 -0.20434 4.06269 0.1 0.0 0.1
H 1.78809 2.39146 -4.72102 0.0 0.0 0.0
H -7.27969 2.96165 -1.17213 0.0 -0.1 0.0
N -1.44728 2.73470 0.92122 0.4 0.4 -0.4
C 0.64840 2.63534 -1.04789 0.3 -0.3 0.5
H -4.15382 2.60296 1.71935 0.0 0.0 0.1
C 5.38756 -2.09393 4.54119 0.0 0.0 -0.1
H -2.12972 1.60413 3.37497 0.0 0.0 0.0
C 5.57634 -1.53790 3.28246 0.1 0.0 0.1
C 2.01131 2.49080 -1.35082 0.0 0.0 0.1
C -0.00396 5.03657 2.37656 0.0 -0.1 0.1
C 1.47350 2.45778 -3.68812 0.0 0.0 0.0
C 0.80742 7.22308 1.81541 0.0 0.0 0.0
C -0.51517 -5.43196 0.95960 0.0 0.0 -0.1
H -0.29753 6.76572 3.60068 0.0 0.0 0.0
C 4.57618 -1.61634 2.32599 0.0 0.0 -0.1
H -4.02817 -2.07516 4.46280 0.0 0.0 0.0
H -3.64744 0.97402 -2.24214 0.0 0.0 0.0
C 1.73373 -6.14134 0.44982 0.1 -0.1 -0.1
P 0.21996 2.85831 0.70692 -1.9 -0.2 -1.2
C 4.21399 -2.77591 4.84485 0.0 0.0 0.1
H 3.47020 2.30778 -2.90415 0.0 0.0 0.0
C 0.37686 -6.41883 0.55633 0.0 0.1 0.1
C -3.74565 1.77102 -0.24585 0.4 -0.2 -0.4
H 6.16055 -1.99055 5.29038 0.0 -0.1 0.0
H 0.00823 -7.40901 0.32538 0.0 0.0 0.0
C 3.39599 -2.27773 2.64610 -0.3 -0.1 -0.4
H -0.74482 -3.38168 1.54006 0.0 -0.1 0.1
C 3.21131 -2.87216 3.89905 0.0 -0.1 -0.1
Se 2.12159 -0.94473 -0.20789 -0.8 0.4 1.2
C 1.35064 6.73949 0.62893 0.0 0.0 0.0
C -3.57853 -1.86097 2.37564 0.1 0.0 0.0
C 1.31751 -3.89918 1.17545 0.0 0.5 0.2
H 0.93606 8.26580 2.07374 0.0 0.0 0.0
```
Positions in Å, forces in eV/Å.

Calculated values
Max |F| (eV Å⁻¹): 2.3
Gap between HOMO and LUMO (alpha / beta) (eV): 4.946 / 4.946
Charge: +3
Calculated total energy (eV): -201105.7028
Relative energy (zero: lowest compared OMol25 entry of this formula, charge and spin) (kcal/mol): 72.2
HOMO level (alpha / beta) (eV): -16.5 / -16.5
Lowest unoccupied orbital energy (alpha / beta) (eV): -11.5 / -11.5

***

Entry 2:
DFT (ωB97M-V/def2-TZVPD) results for a molecular structure, C36H32BiBrN6O2S.

```
79
Properties=species:S:1:pos:R:3:forces:R:3
H -4.88589 -0.65248 -0.03880 -0.1 0.1 0.1
H 2.00531 -3.62318 4.14400 0.0 -0.2 0.0
H -2.88989 6.90022 0.38780 -0.1 0.0 0.1
C -1.39619 -0.33028 -2.88650 -0.2 0.1 -0.7
H -4.79959 -0.48278 -1.77810 0.0 0.1 0.0
C -1.81179 7.78462 -1.22680 0.0 0.0 0.0
C -2.86109 -4.73228 -1.17310 0.2 0.2 0.1
H 5.44141 -1.64238 1.96070 0.0 -0.1 0.1
C -4.54209 -3.10718 -1.62760 0.2 -0.1 0.0
C -4.09249 -4.40708 -1.72260 0.1 0.2 0.1
H -2.51829 -5.75068 -1.21340 0.1 -0.1 0.0
H -4.68939 -5.16548 -2.20160 -0.1 -0.1 -0.1
H 1.30631 0.35352 5.50610 0.0 0.1 0.1
Bi -0.84309 -0.80988 0.55970 0.1 0.4 -0.2
C 1.19931 -0.42818 4.77130 0.0 -0.2 -0.1
C 1.28961 -4.54538 1.75920 -0.1 0.2 -0.1
C -2.29439 4.33742 0.08070 0.0 -0.9 0.3
H 7.14151 -0.62878 0.47500 0.1 0.0 0.0
C -0.86589 -4.02488 0.15090 0.4 -0.8 0.0
H 0.30551 3.61102 -0.13890 0.0 -0.1 0.0
C 4.33721 0.52712 -1.03630 0.1 -0.4 0.4
C -0.36559 2.76892 0.05380 1.0 -0.3 -0.2
C -4.22239 -0.74638 -0.89560 -0.1 0.0 0.0
C 0.87841 -5.50578 0.85280 -0.1 0.2 0.0
C 0.87481 -2.32368 2.83970 0.5 0.1 1.0
S 0.17201 -1.89098 -4.11780 -0.3 0.2 0.4
H -3.28759 4.49392 0.48370 0.0 0.0 0.1
N -2.56169 -2.47198 -0.48800 0.0 -0.2 0.3
N 1.41601 1.34362 -0.01960 0.9 0.5 0.4
H 1.72581 0.01432 -1.61200 0.1 0.0 0.3
H 2.00601 2.13502 -0.26760 -0.1 0.0 0.1
C 0.50031 -0.16418 3.59140 0.3 0.0 0.7
C -2.12169 -3.73268 -0.55160 -0.7 -0.3 -0.5
C 1.72601 -1.68428 4.98380 -0.1 0.1 -0.1
N -0.39329 -3.07658 0.96370 -0.1 0.0 0.1
C 0.12211 -1.85408 -2.41490 0.2 -0.2 -0.6
C 5.68971 0.30772 -0.77770 -0.1 0.2 -0.2
H -2.13389 0.40492 -2.62730 -0.1 0.2 0.0
H -0.64659 4.21622 -2.08960 0.0 -0.1 -0.1
H 3.04031 -1.29768 1.47390 0.0 -0.1 0.1
C -1.77999 5.42432 -0.72030 0.2 0.5 -0.3
H 0.45031 1.91592 3.97950 0.0 0.1 0.0
C -0.93329 5.22092 -1.81610 -0.2 -0.1 0.2
C 6.09051 -0.46118 0.29480 -0.1 0.0 -0.1
H -3.40559 -0.04788 -0.76540 0.0 0.2 0.0
O 1.21011 -0.99568 0.07670 -0.6 -0.1 0.3
H -1.12229 1.19222 3.68020 -0.1 0.1 0.0
H 1.39621 -6.44928 0.78050 0.1 -0.1 0.0
N 0.32201 -1.11388 2.67970 -0.1 -0.1 0.0
N 0.10101 1.56662 0.07440 -0.9 0.3 -0.3
C -1.04139 -0.67658 -4.15120 0.2 -0.2 0.0
H -0.59999 -6.04138 -0.58600 -0.1 0.0 -0.1
H 6.40681 0.75002 -1.44880 0.1 0.1 -0.1
N -0.73079 -1.00458 -1.91500 0.4 0.0 0.3
H 0.76281 -2.45648 -1.80060 0.2 -0.1 0.1
H 0.08251 6.10052 -3.46660 0.1 0.0 -0.1
H -0.01039 1.46682 2.32980 0.0 0.1 0.0
C -0.96609 7.56622 -2.30490 0.0 -0.1 0.0
H 3.10111 1.29862 -2.31460 0.0 -0.1 0.0
C 5.13841 -1.03498 1.12360 -0.1 0.0 0.2
C -2.22709 6.72502 -0.44650 0.1 -0.2 0.0
Br -2.80629 1.86692 1.30030 0.1 0.4 -0.3
C 3.79821 -0.83488 0.86370 0.1 0.0 -0.1
C -0.23749 -5.26798 0.06960 0.0 0.3 0.1
H -5.50099 -2.82998 -2.03380 -0.1 0.1 0.0
H -0.65799 8.39022 -2.92580 0.0 0.1 -0.1
H 2.23041 -1.92548 5.90720 0.1 0.0 0.0
C -0.53849 6.28182 -2.60380 0.1 0.1 0.0
C -0.07869 1.18592 3.37320 0.0 0.0 0.1
H -2.16599 8.77942 -1.00900 0.0 0.1 0.0
C 3.37631 -0.07198 -0.21890 -0.1 0.1 -0.2
C 1.58631 -2.64468 3.99150 -0.2 0.2 -0.3
C -3.73909 -2.14768 -1.00500 -0.4 -0.4 -0.3
H 2.12861 -4.74578 2.40360 0.0 0.1 0.1
H -1.41429 -0.29838 -5.08340 -0.1 0.1 -0.1
C -1.71199 3.14642 0.33810 -1.2 0.3 0.3
O 4.03611 1.33462 -2.08850 -0.1 0.2 -0.2
C 1.88841 0.04692 -0.50360 0.4 0.0 -0.8
C 0.60731 -3.33048 1.80830 0.4 -0.8 -0.1
```
Positions in Å, forces in eV/Å.

Calculated values
Max |F| (eV Å⁻¹): 1.3
Gap between HOMO and LUMO (eV): 6.711
Charge: +2
Calculated total energy (eV): -137591.7280
Relative energy (zero: lowest compared OMol25 entry of this formula, charge and spin) (kcal/mol): 0.0
HOMO level (eV): -12.8
Lowest unoccupied orbital energy (eV): -6.1

***

Entry 3:
DFT (ωB97M-V/def2-TZVPD) results for a molecular structure, C36H32CrF3IN5O5PS3.

```
87
Properties=species:S:1:pos:R:3:forces:R:3
C -2.53601 -2.02596 1.75554 0.0 0.0 0.0
C 4.12351 -2.29920 -0.73460 0.0 0.0 0.0
F 0.09113 4.71255 -0.88678 0.0 0.0 0.0
H -6.78401 1.68615 1.83984 0.0 0.0 0.0
H -1.04667 1.77181 1.31247 0.0 0.0 0.0
P 2.21826 -0.44731 0.22454 0.0 0.0 0.0
H 4.43625 0.10456 -1.74759 0.0 0.0 0.0
C 4.08146 -1.03396 3.88398 0.0 0.0 0.0
C -2.51836 -1.64363 4.15301 0.0 0.0 0.0
C 3.31944 0.95772 -0.11847 0.0 0.0 0.0
C -5.71530 1.51862 1.78243 0.0 0.0 0.0
C 2.72430 -1.01779 1.89112 0.0 0.0 0.0
H 3.87199 -4.93704 -2.83716 0.0 0.0 0.0
H 0.84953 -2.17606 -1.56804 0.0 0.0 0.0
H -5.34691 2.04935 3.80640 0.0 0.0 0.0
H 2.29561 2.12722 1.36177 0.0 0.0 0.0
C 4.86959 3.23189 -0.53927 0.0 0.0 0.0
C -0.44560 -0.22580 -3.36592 0.0 0.0 -0.1
H 1.52703 -4.15656 -2.89916 0.0 0.0 0.0
H -2.89549 1.69067 3.65358 0.0 0.0 0.0
N -3.16654 0.38320 -0.63546 0.0 0.0 0.0
O -0.75134 1.96889 -1.01426 0.0 0.0 0.0
H 5.82115 2.09813 -2.09098 0.0 0.0 0.0
C -5.28435 0.36800 -1.72907 0.0 0.0 0.0
Cr -1.04602 -0.02398 -0.40328 0.0 0.1 0.0
H 4.41037 0.27043 2.21053 0.0 0.0 0.0
O -0.95547 -0.64724 -2.29728 -0.2 0.0 0.0
C 3.30102 -2.04765 4.41666 0.0 0.0 0.0
C -3.93308 -2.04592 1.80855 0.0 0.0 0.0
F 0.36840 3.95831 -2.89706 0.0 0.0 0.0
H -5.69265 -1.87342 3.01530 0.0 0.0 0.0
S 2.06695 -0.36050 -4.41941 0.0 0.1 0.3
O 1.49468 -0.17889 -5.79786 0.0 -0.1 -0.1
H 5.53318 -3.74773 -1.44124 0.0 0.0 0.0
C 3.57088 -4.07443 -2.25556 0.0 0.0 0.0
H -6.97992 0.99631 -0.59408 0.0 0.0 0.0
C 1.94739 -2.04471 2.43056 0.0 0.0 0.0
N -1.54567 0.89184 1.43500 0.0 0.0 0.0
H -0.38651 -0.49608 -5.36072 0.1 0.0 0.0
H -3.36100 -0.21312 -2.56639 0.0 0.0 0.0
C -3.52101 1.51829 2.78664 0.0 0.0 0.0
H 1.62372 -3.35441 4.09395 0.0 0.0 0.0
N 0.73062 -0.11964 0.15671 0.0 0.0 0.0
C 2.23234 -2.55664 3.68519 0.0 0.0 0.0
C 3.86802 3.24557 0.42541 0.0 0.0 0.0
C -3.89333 0.15170 -1.69805 0.0 0.0 0.0
H -1.63981 -1.38281 -4.50464 0.0 0.0 0.0
H -1.11979 0.37508 2.19806 0.0 0.0 0.0
H 5.46749 4.11839 -0.71156 0.0 0.0 0.0
C -4.91681 1.72209 2.86898 0.0 0.0 0.0
C -5.15536 1.07630 0.56004 0.0 0.0 0.0
H -4.43503 -1.50465 5.11935 0.0 0.0 0.0
C 2.25741 -3.63826 -2.29099 0.0 0.0 0.0
H 1.11482 1.00589 -2.51770 0.0 -0.1 0.1
S -1.69455 2.93215 -1.62568 0.0 0.0 0.0
I 3.54332 2.33507 -4.73623 0.0 0.0 0.0
C -4.60894 -1.86223 3.00609 0.0 0.0 0.0
C 3.79638 -0.52168 2.62181 0.0 0.0 0.0
O -2.20689 2.51146 -2.90232 0.0 0.0 0.0
C 4.50646 -3.40484 -1.47343 0.0 0.0 0.0
C -0.54215 4.31573 -1.99682 0.0 0.0 0.0
H -5.82922 0.17257 -2.64153 0.0 0.0 0.0
C -2.95581 1.10482 1.61904 0.0 0.0 0.0
H 4.91586 -0.63721 4.44945 0.0 0.0 0.0
C 2.80688 -1.84147 -0.78603 0.0 0.0 0.0
C -3.77062 0.85466 0.48961 0.0 0.0 0.0
H 3.52478 -2.44551 5.39899 0.0 0.0 0.0
C 0.74401 0.64208 -3.47032 0.1 -0.1 -0.2
H -0.75818 -1.83778 2.93851 0.0 0.0 0.0
C -3.90696 -1.65358 4.18572 0.0 0.0 0.0
H -1.95369 -1.49418 5.06628 0.0 0.0 0.0
C 4.30514 0.95945 -1.09885 0.0 0.0 0.0
H 3.68165 4.14122 1.00513 0.0 0.0 0.0
C -1.84253 -1.83519 2.95607 0.0 0.0 0.0
C -5.91024 0.82317 -0.60623 0.0 0.0 0.0
H -4.48252 -2.19994 0.88724 0.0 0.0 0.0
H 1.11544 -2.43201 1.84879 0.0 0.0 0.0
H 0.54640 1.44877 -4.17567 0.1 0.1 0.1
O -2.63247 3.48487 -0.68085 0.0 0.0 0.0
C 1.87540 -2.52267 -1.55635 0.0 0.0 0.0
N -0.95559 -0.64569 -4.52696 0.0 0.0 0.0
N 3.42861 0.35620 -4.10797 0.0 0.1 -0.2
C 5.07824 2.09678 -1.30454 0.0 0.0 0.0
S -1.68217 -2.25903 0.22543 0.0 0.0 0.0
H 4.85084 -1.78936 -0.11248 0.0 0.0 0.0
F -1.22628 5.36158 -2.47788 0.0 0.0 0.0
C 3.09485 2.11622 0.62896 0.0 0.0 0.0
```
Positions in Å, forces in eV/Å.

Calculated values
Max |F| (eV Å⁻¹): 0.3
⟨S²⟩: 3.783
Gap between HOMO and LUMO (alpha / beta) (eV): 6.438 / 6.405
Multiplicity: 4
Charge: -1
Calculated total energy (eV): -142014.5742
Relative energy (zero: lowest compared OMol25 entry of this formula, charge and spin) (kcal/mol): 43.0
HOMO level (alpha / beta) (eV): -4.8 / -4.8
Lowest unoccupied orbital energy (alpha / beta) (eV): 1.6 / 1.6